(1)
{
  "formula": "C32H43BrCuN2P2",
  "method": "wB97M-V/def2-TZVPD",
  "symbols": ["C", "C", "C", "C", "N", "C", "C", "C", "C", "C", "C", "C", "C", "C", "Cu", "P", "H", "H", "H", "H", "H", "H", "H", "H", "C", "C", "H", "H", "H", "H", "H", "C", "C", "H", "H", "H", "H", "H", "C", "C", "H", "H", "H", "H", "H", "Br", "P", "C", "C", "H", "H", "H", "H", "H", "C", "C", "H", "H", "H", "H", "H", "C", "C", "H", "H", "H", "H", "H", "N", "C", "C", "C", "C", "C", "C", "C", "H", "H", "H", "H", "H"],
  "positions_angstrom": [[2.275, -2.703, 4.870], [2.730, -2.561, 3.548], [2.936, -3.707, 2.777], [2.791, -4.951, 3.390], [2.414, -5.055, 4.657], [2.180, -3.989, 5.392], [3.050, -1.330, 2.947], [3.081, -0.471, 2.043], [3.134, 0.808, 1.518], [2.171, 1.703, 2.049], [1.635, 2.569, 1.103], [2.055, 2.290, -0.166], [3.033, 1.518, -0.736], [3.806, 0.877, 0.247], [0.440, 2.556, -1.116], [-0.925, -0.349, 0.220], [3.185, -3.616, 1.722], [1.962, -1.832, 5.438], [3.018, -5.860, 2.826], [1.911, -4.151, 6.429], [4.722, 0.300, 0.006], [1.807, 1.574, 3.065], [3.102, 1.407, -1.830], [0.957, 3.368, 1.366], [-2.694, -0.656, -0.270], [-3.372, -1.976, 0.084], [-2.704, -0.530, -1.364], [-3.277, 0.177, 0.150], [-4.406, -1.981, -0.284], [-2.890, -2.855, -0.352], [-3.462, -2.147, 1.158], [-0.158, -2.057, 0.145], [-0.412, -3.111, 1.222], [0.926, -1.863, 0.094], [-0.441, -2.478, -0.830], [0.072, -4.061, 0.947], [0.004, -2.814, 2.194], [-1.476, -3.351, 1.350], [-1.029, -0.112, 2.097], [-2.134, -0.844, 2.863], [-1.150, 0.977, 2.223], [-0.039, -0.389, 2.505], [-2.094, -0.577, 3.930], [-3.144, -0.585, 2.507], [-2.011, -1.938, 2.821], [0.202, 3.833, -3.089], [-0.060, -0.298, -3.148], [-0.891, -1.862, -3.420], [-1.312, -2.209, -4.814], [-1.763, -1.836, -2.770], [-0.259, -2.640, -3.008], [-1.843, -3.157, -4.836], [-1.978, -1.484, -5.256], [-0.475, -2.322, -5.488], [-0.569, 0.739, -4.614], [0.380, 0.825, -5.786], [-0.732, 1.742, -4.186], [-1.538, 0.350, -4.944], [0.109, 1.688, -6.397], [1.419, 0.957, -5.484], [0.312, -0.043, -6.445], [1.752, -0.600, -3.409], [2.145, -1.681, -4.404], [2.141, -0.848, -2.411], [2.218, 0.361, -3.666], [3.232, -1.810, -4.402], [1.718, -2.656, -4.164], [1.869, -1.438, -5.433], [-1.438, 2.504, -0.159], [-1.859, 3.253, 0.650], [-2.116, 4.383, 1.479], [-1.342, 5.497, 1.185], [-1.358, 6.647, 1.957], [-2.232, 6.722, 3.036], [-3.090, 5.657, 3.321], [-3.039, 4.496, 2.541], [-0.719, 5.450, 0.312], [-0.684, 7.470, 1.725], [-2.261, 7.630, 3.641], [-3.781, 5.757, 4.173], [-3.740, 3.698, 2.753]],
  "spin_multiplicity": 2,
  "gap_ev": [4.685, 4.666],
  "relative_energy_kcal_mol": 109.3,
  "s_squared": 0.7607,
  "total_charge": 2
}

(2)
{
  "formula": "C33H58BN3P2PtSi",
  "method": "wB97M-V/def2-TZVPD",
  "symbols": ["Pt", "C", "C", "C", "C", "P", "C", "N", "B", "N", "C", "P", "C", "C", "C", "C", "C", "C", "C", "C", "C", "C", "C", "C", "C", "C", "C", "C", "C", "C", "H", "H", "H", "H", "H", "H", "H", "H", "H", "H", "H", "H", "H", "H", "H", "H", "H", "H", "H", "H", "H", "H", "H", "H", "H", "H", "H", "H", "H", "H", "H", "H", "H", "H", "H", "H", "H", "H", "H", "H", "H", "H", "H", "H", "C", "Si", "C", "C", "N", "C", "C", "C", "C", "C", "C", "H", "H", "H", "H", "H", "H", "H", "H", "H", "H", "H", "H", "H", "H"],
  "positions_angstrom": [[-0.449, -0.328, -1.456], [2.312, 2.500, 2.486], [2.408, 1.448, 3.598], [1.357, 1.559, 4.711], [3.835, 1.587, 4.109], [2.157, -0.199, 2.602], [0.192, -0.428, 2.571], [-0.615, 0.456, 1.789], [-0.539, 0.724, 0.351], [-1.338, 1.969, 0.140], [-1.277, 2.751, -1.104], [-0.487, 1.688, -2.338], [-1.707, 1.736, -3.751], [-1.385, 0.454, -4.623], [-3.137, 1.599, -3.218], [-1.578, 2.986, -4.675], [1.143, 2.477, -2.525], [1.229, 4.000, -2.908], [2.008, 2.192, -1.275], [1.885, 1.636, -3.625], [-1.835, 2.312, 1.340], [-2.491, 3.497, 1.711], [-3.238, 3.414, 2.883], [-3.294, 2.309, 3.731], [-2.482, 1.210, 3.415], [-1.668, 1.249, 2.261], [2.790, -1.764, 3.641], [4.396, -1.779, 3.616], [2.283, -3.034, 2.818], [2.108, -1.708, 5.006], [2.398, 3.534, 2.805], [1.373, 2.455, 1.893], [3.118, 2.298, 1.801], [0.384, 1.430, 4.269], [1.428, 2.567, 5.148], [1.377, 0.852, 5.571], [4.013, 2.607, 4.571], [4.540, 1.539, 3.305], [4.141, 0.867, 4.921], [-0.146, -0.400, 3.600], [0.175, -1.447, 2.161], [-0.813, 3.752, -1.022], [-2.313, 2.982, -1.357], [-1.626, -0.425, -4.020], [-0.377, 0.384, -5.035], [-2.172, 0.450, -5.430], [-3.265, 0.930, -2.312], [-3.666, 0.983, -3.969], [-3.659, 2.515, -3.175], [-0.984, 3.798, -4.281], [-2.587, 3.403, -4.750], [-1.268, 2.648, -5.715], [2.272, 4.264, -3.284], [1.047, 4.627, -2.024], [0.503, 4.279, -3.650], [1.576, 2.650, -0.388], [3.004, 2.696, -1.467], [2.135, 1.117, -0.981], [1.213, 1.464, -4.416], [2.162, 0.685, -3.180], [2.749, 2.086, -3.991], [-2.468, 4.400, 1.105], [-3.725, 4.336, 3.173], [-3.909, 2.347, 4.576], [-2.459, 0.283, 4.015], [4.717, -1.666, 2.554], [4.738, -2.773, 3.887], [4.927, -1.014, 4.207], [2.112, -2.815, 1.753], [1.259, -3.343, 3.177], [3.032, -3.872, 2.834], [2.325, -0.747, 5.543], [2.461, -2.568, 5.609], [1.019, -1.884, 4.917], [1.904, -2.809, -1.726], [0.201, -3.383, -2.093], [0.427, -3.871, -3.900], [0.016, -5.075, -1.210], [-1.046, -2.232, -1.566], [-2.341, -2.710, -1.406], [-3.249, -1.990, -0.559], [-4.601, -2.330, -0.414], [-5.076, -3.562, -1.023], [-4.175, -4.308, -1.807], [-2.852, -3.954, -1.987], [2.569, -3.672, -2.025], [2.114, -2.509, -0.668], [2.153, -1.906, -2.279], [0.683, -2.957, -4.466], [-0.456, -4.207, -4.363], [1.224, -4.631, -3.981], [0.837, -5.024, -0.461], [0.307, -5.873, -1.881], [-0.959, -5.201, -0.740], [-2.828, -1.183, 0.017], [-5.340, -1.677, 0.084], [-6.105, -3.891, -0.831], [-4.536, -5.192, -2.350], [-2.218, -4.641, -2.593]],
  "spin_multiplicity": 3,
  "gap_ev": [5.783, 4.816],
  "relative_energy_kcal_mol": 64.4,
  "s_squared": 2.0290,
  "total_charge": 0
}

(3)
{
  "formula": "C25H54O8",
  "method": "wB97M-V/def2-TZVPD",
  "symbols": ["C", "C", "C", "O", "C", "H", "H", "H", "H", "H", "H", "H", "H", "C", "C", "C", "O", "C", "H", "H", "H", "H", "H", "H", "H", "H", "C", "C", "C", "O", "C", "H", "H", "H", "H", "H", "H", "H", "H", "C", "C", "C", "O", "C", "H", "H", "H", "H", "H", "H", "H", "H", "C", "C", "C", "O", "C", "H", "H", "H", "H", "H", "H", "H", "H", "C", "O", "C", "C", "O", "C", "H", "H", "H", "H", "H", "H", "H", "H", "H", "H", "C", "O", "H", "H", "H", "H"],
  "positions_angstrom": [[-19.332, -13.499, 11.619], [-17.842, -13.774, 12.041], [-17.783, -13.562, 13.566], [-19.050, -13.149, 13.943], [-20.048, -13.614, 13.003], [-19.619, -14.111, 10.764], [-19.364, -12.487, 11.213], [-17.054, -13.162, 11.602], [-17.510, -14.792, 11.835], [-16.878, -12.973, 13.713], [-17.570, -14.462, 14.142], [-20.829, -12.860, 13.102], [-20.355, -14.646, 13.172], [-21.272, -5.925, 12.959], [-19.868, -6.393, 13.181], [-18.985, -5.360, 12.584], [-19.825, -4.360, 12.037], [-21.149, -4.899, 11.873], [-21.722, -5.495, 13.854], [-22.043, -6.668, 12.758], [-19.664, -7.315, 12.636], [-19.566, -6.649, 14.196], [-18.514, -5.885, 11.753], [-18.242, -5.028, 13.309], [-21.077, -5.343, 10.880], [-21.954, -4.164, 11.848], [-23.271, -11.977, 10.989], [-22.017, -11.637, 10.234], [-22.428, -10.866, 9.028], [-23.891, -10.657, 9.239], [-24.071, -10.739, 10.648], [-23.068, -11.917, 12.059], [-23.665, -12.954, 10.707], [-21.589, -12.595, 9.938], [-21.295, -11.036, 10.787], [-22.355, -11.397, 8.078], [-21.865, -9.938, 8.936], [-25.104, -10.740, 10.998], [-23.854, -9.854, 11.247], [-14.361, -6.059, 5.298], [-14.598, -7.281, 4.521], [-13.277, -7.341, 3.783], [-12.406, -6.405, 4.414], [-13.234, -5.259, 4.700], [-14.102, -6.136, 6.354], [-15.298, -5.505, 5.370], [-15.326, -7.230, 3.711], [-14.857, -8.145, 5.134], [-13.255, -7.105, 2.720], [-12.862, -8.335, 3.953], [-13.334, -4.659, 3.796], [-12.778, -4.604, 5.442], [-17.617, -9.830, 6.125], [-18.490, -10.714, 5.442], [-18.963, -11.782, 6.502], [-17.819, -11.771, 7.360], [-16.858, -10.886, 6.944], [-18.140, -9.120, 6.766], [-17.024, -9.237, 5.429], [-17.993, -11.215, 4.611], [-19.295, -10.076, 5.076], [-19.211, -12.788, 6.162], [-19.851, -11.328, 6.941], [-16.002, -11.259, 6.382], [-16.483, -10.427, 7.860], [-16.086, -9.855, 11.446], [-17.491, -9.718, 11.808], [-18.288, -9.736, 10.654], [-18.382, -8.499, 9.813], [-17.168, -8.217, 9.005], [-17.070, -6.975, 8.341], [-15.944, -10.692, 10.762], [-15.531, -10.160, 12.334], [-15.635, -8.930, 11.088], [-19.220, -10.061, 11.117], [-17.968, -10.598, 10.069], [-18.696, -7.638, 10.404], [-19.210, -8.695, 9.133], [-16.078, -6.641, 8.035], [-17.421, -6.182, 9.001], [-17.758, -6.945, 7.497], [-13.706, -9.186, 8.220], [-13.353, -9.282, 9.560], [-14.707, -8.799, 8.031], [-13.128, -8.423, 7.699], [-13.630, -10.065, 7.580], [-13.393, -8.400, 9.938]],
  "gap_ev": 9.987,
  "relative_energy_kcal_mol": 135.1,
  "total_charge": 0
}

(4)
{
  "formula": "C52H126O21",
  "method": "wB97M-V/def2-TZVPD",
  "symbols": ["C", "C", "O", "H", "H", "H", "H", "H", "H", "C", "C", "O", "H", "H", "H", "H", "H", "H", "C", "C", "O", "H", "H", "H", "H", "H", "H", "C", "C", "O", "H", "H", "H", "H", "H", "H", "C", "C", "O", "H", "H", "H", "H", "H", "H", "C", "C", "O", "H", "H", "H", "H", "H", "H", "C", "C", "O", "H", "H", "H", "H", "H", "H", "C", "C", "O", "H", "H", "H", "H", "H", "H", "C", "C", "O", "H", "H", "H", "H", "H", "H", "C", "C", "O", "H", "H", "H", "H", "H", "H", "C", "C", "O", "H", "H", "H", "H", "H", "H", "C", "C", "O", "C", "H", "H", "H", "H", "H", "H", "C", "C", "O", "C", "H", "H", "H", "H", "H", "H", "C", "C", "O", "C", "H", "H", "H", "H", "H", "H", "C", "C", "O", "C", "H", "H", "H", "H", "H", "H", "C", "C", "O", "C", "H", "H", "H", "H", "H", "H", "C", "C", "O", "C", "H", "H", "H", "H", "H", "H", "C", "C", "O", "C", "H", "H", "H", "H", "H", "H", "C", "C", "O", "C", "H", "H", "H", "H", "H", "H", "C", "C", "O", "C", "H", "H", "H", "H", "H", "H", "C", "C", "O", "C", "H", "H", "H", "H", "H", "H"],
  "positions_angstrom": [[-3.982, 0.949, 0.663], [-4.329, -0.486, 1.188], [-4.404, -0.428, 2.624], [-3.890, 0.973, -0.444], [-2.992, 1.182, 1.027], [-4.699, 1.664, 1.005], [-3.530, -1.181, 0.938], [-5.269, -0.820, 0.698], [-4.911, -1.222, 2.826], [-0.005, -4.508, -4.268], [-1.166, -3.509, -4.358], [-2.431, -3.980, -3.967], [-0.099, -5.284, -5.036], [-0.150, -5.037, -3.309], [0.936, -3.990, -4.365], [-1.275, -3.079, -5.323], [-0.957, -2.656, -3.708], [-2.586, -3.770, -3.046], [-2.788, -4.550, 0.121], [-3.943, -3.700, -0.342], [-3.552, -2.782, -1.321], [-1.989, -3.952, 0.573], [-2.368, -5.123, -0.680], [-3.082, -5.301, 0.882], [-4.515, -3.237, 0.466], [-4.657, -4.354, -0.865], [-2.950, -2.103, -0.911], [4.516, 5.158, -0.367], [5.318, 4.686, -1.532], [5.509, 3.243, -1.312], [3.950, 6.120, -0.565], [5.274, 5.260, 0.432], [3.778, 4.415, -0.103], [6.275, 5.248, -1.514], [4.893, 4.797, -2.550], [6.027, 2.904, -2.067], [2.150, -1.209, -3.789], [3.597, -1.429, -4.269], [3.766, -1.406, -5.690], [1.853, -0.143, -3.969], [2.165, -1.375, -2.719], [1.434, -1.836, -4.314], [3.897, -2.436, -3.901], [4.269, -0.632, -3.821], [3.904, -2.298, -5.970], [4.437, -2.541, 4.695], [4.602, -1.143, 5.270], [5.782, -1.020, 6.151], [3.555, -2.563, 4.073], [4.339, -3.344, 5.404], [5.229, -2.749, 4.039], [3.799, -0.642, 5.760], [4.840, -0.493, 4.431], [5.539, -1.548, 6.889], [4.502, -0.749, 1.183], [4.393, -0.264, -0.322], [3.809, 0.977, -0.694], [5.121, -1.674, 1.114], [3.520, -1.049, 1.555], [4.920, -0.024, 1.873], [3.848, -1.038, -0.815], [5.384, -0.165, -0.685], [4.470, 1.744, -0.614], [-5.639, 4.188, -0.205], [-6.857, 3.365, 0.250], [-7.140, 3.557, 1.621], [-5.762, 5.291, -0.010], [-5.570, 4.103, -1.274], [-4.703, 3.858, 0.229], [-6.679, 2.332, 0.051], [-7.688, 3.699, -0.353], [-6.462, 4.127, 2.019], [0.877, -2.548, -8.093], [0.245, -1.285, -7.572], [1.218, -0.432, -6.985], [1.668, -2.234, -8.751], [0.161, -3.145, -8.656], [1.401, -3.130, -7.381], [-0.473, -1.414, -6.792], [-0.180, -0.766, -8.381], [2.031, -0.920, -6.719], [0.107, 0.750, 3.910], [1.549, 1.174, 3.795], [1.550, 2.476, 4.338], [-0.203, 0.974, 4.957], [-0.011, -0.296, 3.669], [-0.536, 1.299, 3.217], [1.928, 1.124, 2.743], [2.233, 0.529, 4.384], [2.386, 2.876, 4.107], [-0.656, -1.078, -0.319], [0.536, -0.280, 0.056], [0.888, 0.487, -1.044], [-0.537, -1.645, -1.241], [-1.513, -0.416, -0.468], [-0.946, -1.793, 0.428], [1.301, -1.010, 0.240], [0.302, 0.368, 0.928], [1.837, 0.770, -1.018], [4.665, 4.267, 3.456], [5.557, 3.154, 2.938], [5.402, 2.047, 3.423], [6.635, 3.445, 1.928], [5.328, 5.049, 3.828], [3.998, 3.946, 4.276], [4.064, 4.725, 2.636], [6.926, 4.487, 2.048], [6.293, 3.390, 0.885], [7.454, 2.760, 2.022], [-2.992, 3.724, 2.644], [-2.563, 4.432, 3.910], [-3.136, 4.478, 4.977], [-1.241, 5.179, 3.753], [-3.029, 4.452, 1.848], [-3.997, 3.201, 2.721], [-2.210, 3.004, 2.408], [-0.679, 5.259, 4.712], [-1.411, 6.201, 3.451], [-0.671, 4.670, 2.945], [-1.542, -2.944, 3.692], [-0.317, -3.635, 3.111], [0.554, -2.983, 2.633], [-0.277, -5.095, 3.152], [-1.630, -1.880, 3.443], [-1.496, -3.124, 4.770], [-2.389, -3.500, 3.347], [0.722, -5.500, 2.937], [-0.987, -5.488, 2.408], [-0.496, -5.576, 4.091], [0.759, -2.094, 6.833], [0.451, -3.575, 6.777], [-0.627, -4.035, 6.434], [1.623, -4.557, 6.952], [1.330, -1.984, 5.914], [1.318, -1.852, 7.762], [-0.145, -1.498, 6.777], [2.586, -4.081, 6.731], [1.338, -5.464, 6.401], [1.485, -4.780, 8.020], [2.037, 2.745, -3.342], [1.948, 3.954, -4.234], [2.405, 3.937, -5.351], [1.355, 5.198, -3.651], [2.789, 2.929, -2.557], [2.280, 2.007, -4.064], [1.134, 2.427, -2.807], [1.068, 5.898, -4.458], [2.089, 5.611, -2.944], [0.455, 4.944, -3.075], [-1.042, 2.969, -8.029], [-2.156, 2.228, -7.311], [-2.531, 1.132, -7.571], [-2.711, 3.109, -6.171], [-0.461, 2.367, -8.652], [-0.423, 3.418, -7.225], [-1.521, 3.824, -8.610], [-2.052, 2.966, -5.323], [-3.684, 2.694, -5.873], [-2.755, 4.204, -6.376], [-1.308, 3.412, -1.013], [-0.464, 4.288, -0.185], [-0.785, 5.413, 0.024], [0.841, 3.714, 0.337], [-1.447, 2.481, -0.532], [-0.761, 3.350, -1.999], [-2.317, 3.830, -1.197], [1.469, 4.472, 0.831], [1.303, 3.127, -0.462], [0.678, 2.910, 1.077], [-3.326, -0.072, -4.627], [-3.977, 0.875, -3.633], [-3.313, 1.590, -2.931], [-5.518, 0.736, -3.575], [-3.049, -0.958, -4.018], [-2.452, 0.402, -5.002], [-3.911, -0.312, -5.511], [-5.919, 0.912, -4.584], [-5.901, 1.380, -2.768], [-5.652, -0.334, -3.277], [3.540, -4.776, 0.936], [2.843, -4.306, -0.275], [3.448, -3.839, -1.221], [1.320, -4.461, -0.316], [3.202, -4.167, 1.785], [4.604, -4.748, 0.874], [3.166, -5.757, 1.195], [0.769, -3.986, -1.088], [0.961, -3.993, 0.633], [1.009, -5.490, -0.254], [-5.795, -4.945, 4.484], [-5.403, -3.528, 4.085], [-5.440, -3.079, 2.987], [-4.886, -2.747, 5.266], [-6.371, -5.380, 3.731], [-6.514, -4.872, 5.293], [-4.961, -5.596, 4.754], [-4.271, -1.902, 4.961], [-4.287, -3.393, 5.917], [-5.744, -2.488, 5.895]],
  "gap_ev": 9.447,
  "total_charge": 0
}

| no. | E_tot (eV) |
| --- | --- |
| 1 | -170100.1480 |
| 2 | -70009.7245 |
| 3 | -43173.1616 |
| 4 | -98960.2225 |